Entry 1:
ORCA calculation (wB97M-V/def2-TZVPD) on a 12-piece molecular cluster, C48H82O19 overall in a non-equilibrium geometry.

The energy above the lowest of the compared OMol25 structures with the same formula, charge and spin is 176.79 kJ/mol. As for the structure (SMILES): O=C1CCCO1.O=C1CCCO1.O=C1CCCO1.O=C1CCCO1.O=C1CCCO1.O=C1CCCO1.O=C1CCCO1.C1CCOC1.C1CCOC1.C1CCOC1.C1CCOC1.C1CCOC1. The value obtained for the HOMO-LUMO gap is 0.3328 Ha. The spin multiplicity is 1. The calculation puts the LUMO energy at 0.009 eV.

Last column: Löwdin charge in e.
Positions of all 149 atoms, in Å:
O: 26.79 18.50 -1.93  0.114
O: 27.88 17.71 5.79  -0.147
O: 20.60 18.76 6.10  0.036
O: 23.15 21.67 -1.24  0.023
O: 29.53 13.87 -1.06  0.012
O: 23.90 14.40 6.81  -0.174
O: 24.59 21.96 6.81  -0.157
O: 28.68 18.07 -2.90  0.058
O: 27.37 10.61 3.92  0.055
O: 28.30 11.91 5.47  0.101
O: 24.23 13.36 3.04  0.109
O: 22.00 22.46 0.55  0.078
O: 27.42 14.64 -0.69  0.082
O: 24.57 12.62 -1.58  -0.156
O: 20.49 17.68 8.08  0.078
O: 22.26 14.40 2.74  0.030
O: 24.95 17.39 2.78  0.048
O: 29.89 17.32 1.49  -0.145
O: 25.30 19.62 2.61  0.074
C: 20.91 13.04 4.03  -0.152
C: 29.18 18.27 5.57  -0.190
C: 30.14 12.73 -1.61  -0.167
C: 23.05 22.11 0.03  -0.460
C: 24.53 13.44 7.65  -0.178
C: 23.96 14.90 -1.39  -0.185
C: 27.38 17.86 -2.75  -0.523
C: 29.96 17.24 0.07  -0.217
C: 22.31 12.84 4.40  -0.097
C: 23.96 23.78 5.50  -0.171
C: 25.21 21.21 -0.26  -0.154
C: 24.47 21.27 -1.61  -0.144
C: 20.80 17.69 6.87  -0.459
C: 20.92 14.31 3.18  -0.140
C: 26.98 18.04 1.84  -0.042
C: 21.56 16.66 6.09  -0.091
C: 26.18 14.69 6.66  -0.157
C: 31.32 16.59 -0.23  -0.153
C: 22.89 22.70 5.49  -0.169
C: 25.67 18.46 2.43  -0.450
C: 28.19 13.86 -1.26  -0.438
C: 29.01 11.80 -1.86  -0.174
C: 24.63 23.39 6.81  -0.200
C: 22.23 17.50 5.06  -0.154
C: 26.75 16.98 -3.77  -0.068
C: 27.15 18.75 6.36  -0.218
C: 27.81 12.65 -2.06  -0.075
C: 23.10 13.55 3.37  -0.475
C: 24.84 15.32 6.31  -0.208
C: 25.63 16.20 2.38  -0.171
C: 27.97 16.35 -4.37  -0.158
C: 31.48 15.57 0.88  -0.153
C: 24.05 13.61 -0.59  -0.138
C: 25.91 14.10 8.03  -0.127
C: 23.73 14.40 -2.77  -0.191
C: 30.40 15.99 1.89  -0.157
C: 26.81 10.83 2.65  -0.170
C: 23.68 21.44 5.85  -0.196
C: 21.21 18.60 4.84  -0.143
C: 24.47 13.08 -2.92  -0.197
C: 27.53 20.02 5.61  -0.141
C: 27.81 12.82 3.25  -0.077
C: 27.05 16.58 2.31  -0.161
C: 28.93 19.70 5.04  -0.138
C: 24.38 22.03 0.74  -0.071
C: 29.11 17.27 -4.03  -0.123
C: 27.88 11.76 4.34  -0.472
C: 27.50 12.03 2.03  -0.146
H: 22.23 16.29 6.86  0.122
H: 28.42 11.70 1.54  0.117
H: 28.92 11.21 -0.95  0.116
H: 29.22 11.06 -2.64  0.130
H: 32.10 17.34 -0.16  0.114
H: 25.67 23.70 6.92  0.120
H: 23.93 12.42 -3.60  0.121
H: 22.11 22.93 6.20  0.118
H: 24.28 21.56 1.72  0.104
H: 24.71 16.28 6.80  0.114
H: 20.32 13.18 4.93  0.124
H: 20.58 12.18 3.45  0.123
H: 26.90 12.19 -1.69  0.126
H: 30.79 12.39 -0.80  0.136
H: 24.97 22.03 -2.22  0.122
H: 27.58 20.93 6.21  0.106
H: 27.42 18.78 7.42  0.120
H: 26.87 9.84 2.19  0.130
H: 30.62 12.97 -2.56  0.135
H: 26.92 18.06 0.75  0.120
H: 24.74 15.45 5.23  0.107
H: 24.65 13.79 0.30  0.089
H: 22.36 22.59 4.54  0.111
H: 20.65 15.25 3.67  0.105
H: 24.03 15.15 -3.50  0.104
H: 27.93 16.19 -5.44  0.124
H: 22.60 11.79 4.49  0.141
H: 23.14 15.55 -1.11  0.123
H: 24.73 12.50 7.13  0.113
H: 29.96 18.28 -0.23  0.124
H: 31.27 16.22 -1.26  0.100
H: 27.82 18.64 2.20  0.115
H: 24.73 23.06 0.78  0.129
H: 25.31 15.90 1.38  0.124
H: 25.90 14.77 8.89  0.114
H: 27.47 16.56 3.31  0.122
H: 25.45 15.35 3.04  0.094
H: 20.20 14.14 2.38  0.127
H: 22.49 16.87 4.21  0.105
H: 23.18 17.83 5.49  0.114
H: 24.48 20.28 -2.05  0.115
H: 22.65 14.23 -2.83  0.119
H: 24.29 21.01 5.06  0.105
H: 23.08 20.66 6.30  0.110
H: 25.25 20.18 0.10  0.090
H: 29.73 20.31 5.46  0.106
H: 26.10 18.46 6.39  0.113
H: 26.04 16.31 -3.29  0.106
H: 28.88 19.76 3.95  0.095
H: 29.70 17.76 4.76  0.105
H: 20.43 18.34 4.12  0.132
H: 26.90 15.51 6.63  0.104
H: 23.10 13.26 -0.19  0.114
H: 31.33 14.54 0.56  0.085
H: 30.02 16.70 -3.85  0.123
H: 23.59 24.81 5.54  0.113
H: 20.79 16.01 5.68  0.125
H: 22.53 13.34 5.34  0.119
H: 27.84 13.04 -3.08  0.128
H: 29.91 18.34 6.37  0.117
H: 26.74 20.26 4.90  0.089
H: 26.84 12.58 1.37  0.113
H: 25.47 13.29 -3.30  0.092
H: 23.92 13.19 8.51  0.117
H: 29.31 17.96 -4.85  0.129
H: 27.51 15.87 1.63  0.095
H: 28.01 15.36 -3.90  0.101
H: 26.63 13.31 8.26  0.109
H: 28.72 13.39 3.06  0.118
H: 21.74 19.51 4.56  0.120
H: 26.22 21.61 -0.34  0.116
H: 25.74 11.01 2.76  0.119
H: 26.48 13.92 5.94  0.099
H: 29.61 15.24 2.01  0.085
H: 24.89 15.46 -1.30  0.093
H: 32.52 15.58 1.21  0.107
H: 24.65 23.68 4.66  0.111
H: 27.07 13.56 3.57  0.113
H: 29.06 16.80 -0.35  0.100
H: 26.11 17.55 -4.45  0.140
H: 30.84 16.03 2.88  0.113
H: 23.95 23.82 7.55  0.113

Entry 2:
ORCA calculation (wB97M-V/def2-TZVPD) on a 12-piece molecular cluster, C6H36O12 overall in a non-equilibrium geometry.

The energy above the lowest of the compared OMol25 structures with the same formula, charge and spin is 272.50 kJ/mol. The value obtained for the HOMO-LUMO gap (spin up / spin down) is 0.3992 / 0.1458 Ha. As for the charge: +1. The spin multiplicity is 2. The calculation puts the LUMO energy (spin up / spin down) at -2.661 / -9.478 eV.

Last column: Mulliken spin population.
Positions of all 54 atoms, in Å:
O: -2.97 -0.69 -1.58  0.000
O: -0.36 4.78 -0.10  0.000
O: -4.26 -2.26 1.83  0.000
O: 2.12 0.49 -0.73  0.508
O: 0.27 -0.09 4.58  0.001
O: -0.76 0.98 -3.40  0.000
O: -0.30 -0.38 0.05  0.160
O: 3.46 -3.17 0.30  0.017
O: 0.00 -1.63 -3.39  0.005
O: 3.38 -1.95 -2.00  0.004
O: -1.81 1.90 3.26  0.000
O: -2.46 -3.88 0.49  0.000
C: 3.90 1.99 -0.32  0.006
C: 2.60 1.42 0.22  0.025
C: 0.32 -2.42 0.69  0.066
C: -0.53 3.60 -0.86  0.001
C: -0.42 -1.14 1.18  0.041
C: -1.83 2.96 -0.60  -0.001
H: -1.47 -1.36 1.34  0.002
H: -3.30 -1.56 -1.81  0.000
H: -1.19 -0.15 -0.23  -0.008
H: -3.67 -0.30 -1.05  0.000
H: 0.25 2.87 -0.66  0.000
H: -0.33 -1.95 -2.55  0.000
H: -2.64 3.68 -0.66  0.000
H: -0.55 3.85 -1.92  0.001
H: 1.28 0.07 -0.52  0.001
H: 0.10 -3.26 1.35  0.010
H: 4.00 -2.71 0.95  -0.001
H: -0.28 -0.72 -3.44  0.000
H: -2.47 -3.92 -0.47  0.000
H: -2.67 -4.78 0.77  0.000
H: 2.93 -1.20 -1.63  0.001
H: 4.58 1.28 -0.80  0.000
H: -0.85 5.50 -0.52  0.000
H: 1.79 2.04 0.59  0.034
H: -0.08 1.66 -3.45  0.000
H: -2.18 2.16 -1.26  0.000
H: 0.02 -2.71 -0.31  0.000
H: 4.44 2.35 0.56  0.001
H: 3.84 -1.61 -2.77  0.000
H: 1.36 -2.13 0.54  0.004
H: -1.92 2.59 0.42  0.001
H: 0.19 -0.73 1.98  0.007
H: -4.59 -2.62 1.01  0.000
H: -0.34 0.44 5.10  0.000
H: 3.75 2.90 -0.89  0.010
H: 3.58 -2.68 -0.51  0.000
H: 2.88 0.74 1.02  0.106
H: -1.61 2.49 2.54  0.000
H: 0.30 -0.93 5.05  0.000
H: -1.21 1.15 -2.58  0.000
H: -3.31 -2.37 1.77  0.000
H: -1.00 1.43 3.42  0.000

Entry 3:
ORCA calculation (wB97M-V/def2-TZVPD) on an isolated ion of composition C5H9N2 and charge +1 in a non-equilibrium geometry.

The energy above the lowest of the compared OMol25 structures with the same formula, charge and spin is 460.35 kJ/mol. The value obtained for the HOMO-LUMO gap is 0.3542 Ha. As for the charge: +1. The spin multiplicity is 1. The calculation puts the LUMO energy at -4.691 eV.

Last column: Löwdin charge in e.
Positions of all 16 atoms, in Å:
N: -0.56 0.41 0.18  0.080
N: 1.13 -0.24 1.66  0.080
C: -0.21 -0.53 1.31  -0.320
C: 0.36 0.96 -0.53  -0.097
C: 0.15 1.69 -1.73  -0.047
C: -0.40 -1.97 0.84  -0.010
C: 1.79 0.62 1.12  0.171
H: -1.57 0.59 0.01  0.196
H: -0.13 0.84 -2.55  0.167
H: -1.46 -2.19 0.65  0.100
H: 0.05 -2.19 -0.07  0.057
H: 0.11 -2.70 1.54  0.123
H: 1.04 2.20 -2.14  0.097
H: -0.84 -0.24 2.10  0.142
H: 2.85 0.89 1.19  0.121
H: -0.86 2.23 -1.49  0.141

Entry 4:
ORCA calculation (wB97M-V/def2-TZVPD) on a 2-piece molecular cluster, C3H6N2O overall in a non-equilibrium geometry.

The energy above the lowest of the compared OMol25 structures with the same formula, charge and spin is 182.45 kJ/mol. As for the structure (SMILES): CN=C=O.C=N. The value obtained for the HOMO-LUMO gap is 0.3751 Ha. The spin multiplicity is 1. The calculation puts the LUMO energy at 0.540 eV.

Last column: Löwdin charge in e.
Positions of all 12 atoms, in Å:
O: -0.17 -1.02 -0.55  0.132
N: -1.87 0.46 0.07  0.069
N: 4.13 -1.00 0.50  0.011
C: -3.19 0.94 0.06  -0.100
C: 3.23 -0.33 -0.06  -0.150
C: -1.09 -0.35 -0.31  -0.343
H: 3.47 0.70 -0.31  0.053
H: -3.48 1.26 -0.95  0.086
H: 2.23 -0.67 -0.32  0.041
H: 3.87 -1.96 0.73  0.036
H: -3.24 1.80 0.73  0.080
H: -3.89 0.18 0.40  0.086

Entry 5:
ORCA calculation (wB97M-V/def2-TZVPD) on a 2-piece molecular cluster, C4H8 overall in a non-equilibrium geometry.

The energy above the lowest of the compared OMol25 structures with the same formula, charge and spin is 380.36 kJ/mol. The value obtained for the HOMO-LUMO gap (spin up / spin down) is 0.2313 / 0.3300 Ha. As for the charge: +1. The spin multiplicity is 2. The calculation puts the LUMO energy (spin up / spin down) at -7.973 / -7.618 eV.

Last column: Mulliken spin population.
Positions of all 12 atoms, in Å:
C: -0.02 0.17 -0.22  0.066
C: -0.06 1.43 -0.86  0.096
C: -0.07 -0.77 -1.30  0.662
C: 0.30 -0.01 1.13  0.088
H: -0.63 1.53 -1.76  0.013
H: -1.04 -1.07 -1.76  0.024
H: 0.10 -1.04 1.41  0.005
H: 0.38 0.89 1.70  0.008
H: -0.19 -3.67 5.12  0.000
H: -0.70 -3.13 5.06  0.000
H: 0.14 2.38 -0.38  0.017
H: 0.79 -0.79 -1.99  0.021

Entry 6:
ORCA calculation (wB97M-V/def2-TZVPD) on C17H39OP3RuSe as an isolated structure in a non-equilibrium geometry.

The energy above the lowest of the compared OMol25 structures with the same formula, charge and spin is 342.23 kJ/mol. The value obtained for the HOMO-LUMO gap (spin up / spin down) is 0.2025 / 0.2056 Ha. As for the charge: +4. The spin multiplicity is 5. The calculation puts the LUMO energy (spin up / spin down) at -14.658 / -16.037 eV.

Last column: Mulliken spin population.
Positions of all 62 atoms, in Å:
Ru: 0.59 -0.08 -0.17  2.519
Se: -1.51 -2.44 3.69  0.604
P: 2.36 1.07 -0.59  0.049
P: -0.84 0.46 -1.72  0.009
P: -0.24 1.76 1.05  -0.094
O: 1.86 0.11 3.97  0.001
C: 3.31 0.45 -2.03  0.070
C: 0.74 2.45 2.45  0.012
C: -2.61 0.68 -1.32  0.037
C: -3.69 -2.80 0.10  -0.018
C: 1.49 -2.04 -1.03  0.103
C: -1.83 1.42 1.97  0.040
C: 1.60 -3.40 -1.11  0.031
C: -0.85 -1.05 -2.71  0.112
C: -0.68 3.42 0.28  0.020
C: -1.59 -3.95 -0.18  -0.009
C: -3.28 -2.34 1.36  0.077
C: -2.84 -3.61 -0.68  0.155
C: -2.02 -2.72 1.88  0.134
C: 3.38 0.67 0.86  0.073
C: -0.41 1.80 -2.87  0.015
C: -1.16 -3.49 1.06  0.083
C: 2.59 2.89 -0.85  0.012
H: 4.28 0.98 -2.08  0.008
H: 2.47 3.45 0.09  0.003
H: -2.58 -1.44 3.92  -0.009
H: -2.81 1.67 -0.89  0.013
H: -1.57 3.34 -0.37  0.002
H: 1.09 -0.29 4.40  0.001
H: 1.56 3.09 2.09  0.001
H: -3.17 -4.01 -1.64  -0.001
H: -3.95 -1.68 1.93  -0.005
H: -1.67 0.52 2.58  0.010
H: 2.28 -3.90 -1.85  0.006
H: 3.61 3.06 -1.23  0.004
H: -0.16 -3.71 1.39  -0.005
H: -0.91 4.17 1.06  0.000
H: 2.85 -0.05 1.48  -0.009
H: -2.92 -0.08 -0.60  -0.040
H: 0.67 1.78 -3.10  -0.001
H: 3.50 -0.62 -1.94  -0.002
H: -0.98 1.65 -3.79  -0.003
H: 1.22 -1.67 0.03  -0.032
H: 0.12 3.07 3.11  -0.001
H: 3.56 1.57 1.47  -0.006
H: 2.75 0.65 -2.96  0.006
H: -3.19 0.57 -2.25  0.011
H: 1.16 1.59 3.01  -0.003
H: 1.97 -1.56 -1.91  0.010
H: -2.11 2.25 2.63  -0.001
H: -0.91 -4.56 -0.76  0.005
H: -1.37 -1.83 -2.15  -0.015
H: 2.47 0.37 4.71  0.000
H: 0.17 -1.41 -2.86  -0.008
H: 0.17 3.79 -0.31  -0.001
H: 1.87 3.26 -1.60  0.000
H: -0.64 2.78 -2.45  0.000
H: -1.32 -0.85 -3.68  0.010
H: 1.14 -4.13 -0.42  0.011
H: 4.33 0.25 0.51  0.013
H: -2.65 1.23 1.27  -0.010
H: -4.70 -2.52 -0.23  0.003

Entry 7:
ORCA calculation (wB97M-V/def2-TZVPD) on C16H12BaCl2N5O7S2 as an isolated structure in a non-equilibrium geometry.

The energy above the lowest of the compared OMol25 structures with the same formula, charge and spin is 24.10 kJ/mol. The value obtained for the HOMO-LUMO gap is 0.2802 Ha. As for the charge: -1. The spin multiplicity is 1. The calculation puts the LUMO energy at 2.084 eV.

Last column: Löwdin charge in e.
Positions of all 45 atoms, in Å:
Ba: -0.47 0.50 2.15  1.863
Cl: 2.07 2.10 4.37  0.517
Cl: 2.90 0.49 2.01  0.541
S: 2.98 -2.91 4.11  0.783
S: 0.54 -1.38 4.71  0.353
O: -0.90 5.63 -3.49  0.043
O: -0.04 -0.34 -4.41  0.027
O: -0.46 4.33 -5.15  0.041
O: -1.85 2.36 1.12  -0.195
O: 0.28 2.83 1.44  -0.184
O: 0.11 0.37 -0.36  -0.210
O: 0.83 -1.04 -2.58  0.074
N: -0.64 4.53 -3.95  -0.371
N: -0.04 -2.17 1.83  -0.163
N: 0.29 -0.17 -3.24  -0.354
N: -2.35 -1.04 0.67  0.003
N: 1.11 -2.76 2.36  -0.095
C: -0.17 2.18 -3.53  0.064
C: 3.21 0.93 3.70  -0.990
C: 3.70 -3.62 2.63  -0.431
C: -0.08 1.27 -1.23  -0.314
C: -0.47 3.42 -3.03  -0.157
C: -3.75 -0.87 -1.24  -0.052
C: -0.49 2.60 -0.79  -0.060
C: -2.09 -2.57 -1.13  -0.022
C: -0.71 2.71 0.69  -0.798
C: 1.40 -2.34 3.55  -1.231
C: -0.64 3.64 -1.65  0.058
C: -3.33 -0.45 0.01  -0.132
C: 0.02 1.13 -2.64  -0.060
C: -3.12 -1.95 -1.82  -0.056
C: -1.72 -2.09 0.11  -0.277
C: -0.57 -2.73 0.82  -0.095
H: -3.78 0.41 0.49  0.110
H: 3.06 -4.38 2.19  0.026
H: 4.63 -4.09 2.96  0.021
H: 3.12 0.02 4.29  -0.031
H: 4.19 1.37 3.74  0.024
H: 3.91 -2.87 1.88  0.027
H: -0.18 -3.66 0.44  0.123
H: -3.40 -2.30 -2.81  0.109
H: -0.08 2.01 -4.59  0.124
H: -0.92 4.63 -1.30  0.129
H: -1.55 -3.40 -1.57  0.114
H: -4.55 -0.34 -1.74  0.103

Entry 8:
ORCA calculation (wB97M-V/def2-TZVPD) on C9H7N in the gas phase in a non-equilibrium geometry.

The energy above the lowest of the compared OMol25 structures with the same formula, charge and spin is 512.81 kJ/mol. As for the structure (SMILES): C#C/C=C\C(=C)C=C=C=N. The value obtained for the HOMO-LUMO gap is 0.3163 Ha. The spin multiplicity is 1. The calculation puts the LUMO energy at -0.010 eV.

Last column: Löwdin charge in e.
Positions of all 17 atoms, in Å:
N: -3.37 0.15 -0.63  0.150
C: -1.50 1.34 0.36  0.001
C: 0.52 -0.23 -0.89  -0.069
C: 0.83 0.78 0.07  -0.344
C: -0.27 1.38 0.80  -0.084
C: -0.85 -1.82 0.32  -0.179
C: -0.10 -1.43 -0.76  -0.135
C: 2.02 1.24 0.36  0.094
C: -1.61 -2.15 1.19  0.150
C: -2.31 0.61 -0.34  -0.261
H: 0.84 -0.01 -1.98  0.151
H: 2.98 0.99 -0.02  0.067
H: -0.08 2.04 1.65  0.112
H: -2.24 -2.53 1.96  0.038
H: -0.13 -2.08 -1.67  0.129
H: 1.92 2.06 1.05  0.065
H: -3.39 -0.65 -1.35  0.115